Record 1
{
  "formula": "C40H54N10",
  "method": "the ωB97M-V functional and the def2-TZVPD basis",
  "energy_ev": -57254.8868,
  "lumo_energy_ev": 0.4,
  "charge": 0,
  "e_above_lowest_kcal_mol": 0.00,
  "smiles": "c1cc[nH]c1.c1cc[nH]c1.c1cc[nH]c1.c1cc[nH]c1.c1cc[nH]c1.c1cc[nH]c1.c1cc[nH]c1.c1cc[nH]c1.CCCC#N.CCCC#N",
  "elements": ["C", "C", "C", "N", "C", "H", "H", "H", "H", "H", "C", "C", "C", "N", "C", "H", "H", "H", "H", "H", "C", "C", "C", "N", "C", "H", "H", "H", "H", "H", "C", "C", "C", "N", "C", "H", "H", "H", "H", "H", "C", "C", "C", "N", "C", "H", "H", "H", "H", "H", "C", "C", "C", "N", "C", "H", "H", "H", "H", "H", "C", "C", "C", "N", "C", "H", "H", "H", "H", "H", "C", "C", "C", "N", "C", "H", "H", "H", "H", "H", "C", "C", "C", "C", "N", "H", "H", "H", "H", "H", "H", "H", "C", "C", "C", "C", "N", "H", "H", "H", "H", "H", "H", "H"],
  "positions_angstrom": [[-4.08384, -0.67292, -1.42165], [-3.43077, -1.90834, -1.68404], [-2.84986, -1.80951, -2.92055], [-3.15920, -0.56816, -3.42527], [-3.88155, 0.13527, -2.50751], [-4.63732, -0.40498, -0.53766], [-3.36659, -2.79848, -1.07767], [-2.25379, -2.48857, -3.50503], [-2.71952, -0.18135, -4.24354], [-4.21076, 1.14343, -2.68486], [4.55628, -1.54860, -2.74881], [3.66366, -2.44348, -2.08606], [3.90991, -3.69693, -2.58133], [4.86007, -3.57691, -3.56784], [5.28173, -2.27556, -3.65867], [4.65600, -0.50457, -2.49808], [3.01922, -2.19758, -1.26129], [3.46059, -4.66351, -2.42646], [5.19271, -4.31847, -4.15648], [6.02858, -1.98874, -4.37772], [-4.30532, 4.33514, 0.44353], [-5.49811, 3.63802, 0.75777], [-5.16265, 2.32027, 0.94123], [-3.81130, 2.21446, 0.75832], [-3.26766, 3.43412, 0.46245], [-4.19148, 5.38071, 0.20686], [-6.50919, 4.00397, 0.82422], [-5.74828, 1.45576, 1.20308], [-3.30637, 1.37728, 0.99018], [-2.20009, 3.50626, 0.35455], [0.48950, -1.09863, 4.03836], [-0.60745, -1.85138, 4.55269], [-0.60329, -1.68448, 5.91298], [0.44681, -0.87742, 6.22684], [1.12483, -0.50471, 5.09021], [0.66461, -0.96571, 2.98266], [-1.29109, -2.34739, 3.88369], [-1.25020, -2.06296, 6.68616], [0.67844, -0.53995, 7.14368], [1.92526, 0.21169, 5.15920], [1.57647, 0.36753, -1.02770], [1.03146, 0.32398, 0.27999], [-0.33507, 0.27700, 0.15425], [-0.62204, 0.24341, -1.18517], [0.52567, 0.38026, -1.91130], [2.61937, 0.38786, -1.30012], [1.54887, 0.20920, 1.21912], [-1.18727, 0.16461, 0.80350], [-1.53054, 0.03774, -1.57200], [0.54010, 0.38730, -2.98845], [-0.79590, 3.98395, -3.56089], [-1.76572, 4.65058, -4.35676], [-2.98784, 4.38753, -3.79054], [-2.80219, 3.59473, -2.70519], [-1.45508, 3.37235, -2.53046], [0.27669, 4.04297, -3.63933], [-1.63959, 5.21637, -5.26427], [-3.94521, 4.78803, -4.07874], [-3.50402, 3.34755, -2.02762], [-1.05281, 2.81026, -1.70607], [5.03069, -2.74318, 1.21744], [4.18742, -1.57915, 1.31460], [3.76466, -1.48037, 2.59989], [4.30468, -2.52140, 3.30142], [5.05534, -3.29615, 2.46745], [5.48855, -3.04170, 0.29040], [3.91552, -0.97367, 0.46585], [3.20322, -0.69554, 3.07477], [4.19691, -2.64315, 4.29202], [5.60690, -4.13053, 2.86870], [2.68175, 1.98087, -4.56253], [2.41309, 3.10749, -5.39147], [2.54993, 2.69411, -6.68938], [2.80475, 1.34616, -6.67094], [2.89519, 0.90981, -5.37584], [2.69513, 1.97676, -3.48479], [2.26417, 4.11863, -5.05220], [2.42755, 3.19092, -7.63658], [2.96944, 0.79590, -7.49377], [3.20691, -0.08903, -5.11794], [1.00526, -4.21241, 1.69137], [1.15607, -3.39420, 0.40817], [-0.14149, -3.20997, -0.36811], [-0.83973, -4.44034, -0.73224], [-1.42270, -5.38091, -1.03925], [0.37760, -3.70096, 2.42138], [1.98949, -4.29321, 2.16203], [0.66050, -5.22037, 1.46396], [1.84452, -3.91564, -0.26191], [1.59628, -2.43115, 0.65874], [0.07482, -2.67741, -1.30035], [-0.86721, -2.58529, 0.16193], [-2.65240, 2.83732, 6.62219], [-2.22953, 1.44780, 6.12810], [-2.70822, 1.11107, 4.71161], [-1.90062, 1.73413, 3.66669], [-1.27545, 2.22619, 2.83956], [-3.64700, 2.80831, 7.06285], [-2.67374, 3.52994, 5.77677], [-1.93771, 3.23470, 7.33968], [-2.64864, 0.69105, 6.79367], [-1.14542, 1.34355, 6.15591], [-3.75277, 1.39270, 4.56154], [-2.63161, 0.02799, 4.59819]],
  "atomic_forces_ev_per_a": [[0.1, -0.1, 0.2], [0.3, -0.4, -0.1], [-0.2, 0.4, -0.2], [0.5, -0.1, 0.0], [-0.2, 0.2, 0.1], [-0.1, 0.0, 0.0], [-0.1, 0.1, 0.1], [0.0, -0.1, 0.1], [-0.2, 0.1, 0.0], [0.0, 0.0, -0.1], [-0.2, -0.1, 0.3], [0.6, -0.1, 0.1], [-0.1, -0.1, -0.8], [0.1, 0.2, 0.2], [-0.4, -0.1, 0.1], [0.1, 0.1, -0.3], [-0.2, 0.0, -0.1], [-0.1, 0.1, 0.3], [0.0, -0.1, 0.1], [0.1, 0.1, 0.0], [0.4, 0.3, -0.2], [-0.3, -0.4, -0.1], [0.3, 0.2, 0.1], [-0.2, -0.4, 0.2], [-0.3, -0.5, 0.3], [-0.1, 0.0, 0.1], [0.1, 0.2, 0.0], [-0.1, 0.0, 0.0], [0.3, 0.1, -0.2], [0.0, 0.3, -0.1], [-0.4, 0.0, -0.3], [0.4, 0.5, -0.4], [-0.3, -0.2, 0.0], [0.4, 0.3, 0.0], [-0.3, 0.0, 0.3], [0.3, 0.0, 0.1], [-0.2, -0.3, 0.4], [0.0, -0.1, 0.0], [-0.1, -0.1, 0.0], [0.1, -0.1, -0.1], [0.0, 0.3, 0.0], [-0.3, -0.3, 0.5], [-0.4, -0.6, -0.8], [0.1, 0.5, -0.3], [0.2, -0.8, 0.0], [0.0, 0.1, 0.0], [0.2, 0.3, -0.1], [0.4, 0.1, 0.5], [-0.1, 0.2, 0.0], [-0.1, 0.1, 0.0], [0.2, 0.4, 0.2], [-0.3, -0.3, 0.0], [0.0, 0.4, -0.5], [0.3, -0.2, 0.5], [-0.2, 0.0, -0.2], [0.0, -0.2, -0.2], [0.2, 0.1, 0.1], [-0.1, -0.3, 0.1], [0.0, 0.1, 0.0], [-0.1, -0.1, 0.1], [-0.8, 0.8, 0.0], [0.5, -0.7, -0.7], [0.0, 0.4, 0.2], [-0.3, 0.3, 0.2], [0.6, -0.3, 0.0], [0.1, -0.3, 0.2], [0.0, 0.3, 0.2], [-0.2, -0.2, 0.1], [0.0, -0.1, -0.1], [-0.1, -0.1, -0.1], [-0.3, 0.4, 0.2], [0.6, 0.1, 0.0], [-0.4, -0.3, 0.0], [0.1, 0.1, 0.0], [0.3, -0.2, -0.1], [0.0, 0.0, 0.0], [-0.2, 0.0, -0.1], [0.0, 0.2, 0.1], [0.0, -0.1, 0.1], [-0.2, -0.1, -0.1], [0.6, 0.3, -0.2], [0.0, -0.7, 0.2], [-0.2, 0.6, -0.2], [0.1, -0.1, 0.0], [0.0, -0.1, 0.0], [-0.3, -0.2, -0.1], [0.0, -0.1, 0.0], [-0.2, 0.0, 0.2], [0.2, 0.1, 0.1], [-0.1, 0.1, -0.2], [-0.1, 0.0, 0.0], [0.1, 0.0, 0.1], [0.2, -0.1, -0.6], [-0.1, 0.2, 0.2], [0.0, -0.3, 0.2], [-0.1, 0.0, 0.1], [0.1, 0.0, -0.1], [0.0, 0.1, 0.0], [0.0, 0.1, 0.1], [-0.1, 0.0, 0.2], [0.1, -0.1, 0.0], [0.0, 0.0, 0.0], [0.0, 0.0, 0.0], [0.0, 0.0, -0.2]],
  "lowdin_charge": [-0.1147, -0.1115, -0.1352, 0.0168, -0.1508, 0.0800, 0.0887, 0.1132, 0.1512, 0.1011, -0.1139, -0.1187, -0.1285, 0.0004, -0.1373, 0.0888, 0.0539, 0.1067, 0.1414, 0.1049, -0.1099, -0.1096, -0.1488, 0.0087, -0.1629, 0.0951, 0.0889, 0.1022, 0.1099, 0.1008, -0.1144, -0.1131, -0.1499, 0.0011, -0.1330, 0.0743, 0.0944, 0.1113, 0.1459, 0.1090, -0.1089, -0.1091, -0.1504, 0.0233, -0.1348, 0.0770, 0.0749, 0.0899, 0.0947, 0.1068, -0.1035, -0.1068, -0.1515, 0.0127, -0.1385, 0.0737, 0.0868, 0.1047, 0.1064, 0.0885, -0.0850, -0.1142, -0.1542, 0.0139, -0.1469, 0.0874, 0.0755, 0.0897, 0.1441, 0.1052, -0.1167, -0.1146, -0.1372, -0.0001, -0.1401, 0.0829, 0.0863, 0.1042, 0.1407, 0.0958, -0.0793, -0.2509, -0.1950, -0.2454, 0.1414, 0.0551, 0.0660, 0.0734, 0.1001, 0.0736, 0.1121, 0.1055, -0.0941, -0.2590, -0.1836, -0.2201, 0.1791, 0.0721, 0.0748, 0.0698, 0.1045, 0.0918, 0.1229, 0.0963]
}

=====

Record 2
{
  "formula": "C40H56As2I2N2O9S3SbTi",
  "method": "the ωB97M-V functional and the def2-TZVPD basis",
  "energy_ev": -263836.8376,
  "lumo_energy_ev": 1.6,
  "charge": -1,
  "e_above_lowest_kcal_mol": 22.01,
  "elements": ["Ti", "I", "C", "C", "C", "I", "C", "O", "C", "C", "N", "C", "C", "C", "C", "C", "C", "N", "C", "H", "H", "H", "H", "H", "H", "H", "H", "H", "H", "H", "S", "C", "S", "S", "C", "C", "C", "C", "Sb", "C", "C", "C", "C", "C", "C", "C", "C", "H", "H", "H", "H", "H", "H", "H", "H", "H", "H", "H", "H", "H", "H", "H", "H", "H", "H", "H", "H", "H", "H", "H", "H", "H", "H", "H", "C", "O", "C", "O", "C", "C", "As", "C", "C", "C", "As", "C", "C", "O", "O", "C", "C", "O", "O", "C", "C", "O", "O", "C", "H", "H", "H", "H", "H", "H", "H", "H", "H", "H", "H", "H", "H", "H", "H", "H", "H", "H"],
  "positions_angstrom": [[-1.70858, 1.38156, -0.68605], [-6.86887, 2.54583, 4.62045], [-5.69864, 1.90169, 3.02046], [-6.18626, 2.01038, 1.72749], [-5.40194, 1.59271, 0.65995], [-6.17383, 1.59290, -1.26522], [-4.12260, 1.08971, 0.88261], [-3.33505, 0.70103, -0.12131], [-3.66994, 0.93330, 2.19549], [-2.33080, 0.28072, 2.36725], [-1.29049, 1.00861, 1.62959], [-0.84519, 2.21201, 2.33900], [-0.42412, 3.29301, 1.38605], [-0.11088, 4.56805, 1.83769], [0.33634, 5.50562, 0.93233], [0.48487, 5.14402, -0.40066], [0.13691, 3.86739, -0.77335], [-0.32448, 2.95254, 0.10065], [-4.44913, 1.34790, 3.26209], [-7.17285, 2.40973, 1.54049], [-2.37202, -0.72143, 1.93233], [-2.07597, 0.18958, 3.42940], [-0.47561, 0.40418, 1.48862], [0.01542, 1.97186, 2.97375], [-1.64836, 2.58122, 2.98161], [-0.19303, 4.79553, 2.89126], [0.58407, 6.50561, 1.26153], [0.84443, 5.83822, -1.14589], [0.23016, 3.53251, -1.80003], [-4.08240, 1.22849, 4.27375], [-3.54356, 3.66611, -4.21029], [-3.00963, 2.80913, -2.91775], [-2.86732, 3.47041, -1.31288], [-2.50896, 1.15237, -2.97358], [0.20242, -3.32383, 1.61453], [-1.07171, -3.95901, 1.05205], [-2.09813, -4.03579, 2.18055], [-0.76675, -5.37771, 0.57888], [-1.79184, -2.54229, -0.47931], [-0.68525, -3.16404, -2.26728], [0.79992, -3.14517, -1.89195], [-1.05893, -4.51928, -2.85816], [-0.91202, -2.07654, -3.32088], [-3.84814, -3.22080, -0.85088], [-4.71522, -2.64896, 0.27375], [-4.05974, -4.72806, -0.94417], [-4.27936, -2.55717, -2.15939], [0.61662, -3.95961, 2.40784], [0.00660, -2.33970, 2.04838], [0.97596, -3.19275, 0.85752], [-1.65637, -4.56701, 3.03289], [-2.99472, -4.57955, 1.88794], [-2.40532, -3.04884, 2.53739], [-0.47707, -5.99068, 1.44256], [0.05928, -5.40986, -0.12997], [-1.63044, -5.85415, 0.11466], [1.08212, -3.99123, -1.26398], [1.10297, -2.22640, -1.38353], [1.41349, -3.19706, -2.79705], [-1.03561, -5.32891, -2.12918], [-0.33988, -4.76800, -3.64862], [-2.04859, -4.49945, -3.31829], [-0.67749, -1.08085, -2.94242], [-1.93678, -2.05547, -3.69390], [-0.24904, -2.26273, -4.17395], [-4.48505, -3.08229, 1.24578], [-5.77159, -2.85581, 0.06204], [-4.60719, -1.56410, 0.34829], [-3.84825, -5.23024, -0.00023], [-3.44351, -5.19014, -1.71461], [-5.10907, -4.93385, -1.19229], [-4.09794, -1.47794, -2.15810], [-5.35572, -2.70723, -2.30858], [-3.76624, -2.98628, -3.02116], [1.52035, 1.14747, -3.83654], [0.63323, 1.24007, -2.71848], [0.97702, 0.67616, -1.54568], [-0.13941, 0.44542, -0.81004], [2.18427, 0.35388, -1.06061], [3.49039, 0.65874, -1.63903], [4.06640, 2.44938, -1.33229], [5.91675, 2.22380, -0.68183], [3.43329, 2.63616, 0.60291], [3.02193, 1.66246, 1.41884], [2.15868, -0.04032, 0.84521], [3.73518, -1.18666, 0.99340], [3.20204, 1.77144, 2.91637], [4.13316, 2.28852, 3.47677], [2.23696, 1.09498, 3.59021], [2.42345, 1.03917, 5.00404], [3.58136, 4.02721, 1.17404], [2.99905, 4.46453, 2.13777], [4.39372, 4.78436, 0.41171], [4.55480, 6.13287, 0.84255], [4.24022, -0.34535, -2.22668], [3.95561, -1.54408, -2.36751], [5.46138, 0.11174, -2.75022], [6.29623, -0.90655, -3.25958], [0.87521, 1.20113, -4.71178], [2.07071, 0.20863, -3.80855], [2.22646, 1.97947, -3.82876], [6.55969, 2.07912, -1.54789], [5.98219, 1.35692, -0.02593], [6.21386, 3.12286, -0.14472], [4.62413, -0.63849, 0.68759], [3.59974, -2.02931, 0.31519], [3.83504, -1.53592, 2.02106], [1.64445, 0.37941, 5.37842], [2.32851, 2.03242, 5.44321], [3.40878, 0.64513, 5.24781], [5.37492, 6.53554, 0.25386], [4.78194, 6.17816, 1.90647], [3.64285, 6.70133, 0.65276], [7.21760, -0.41104, -3.56712], [5.84337, -1.40990, -4.11570], [6.51646, -1.66468, -2.50523]],
  "atomic_forces_ev_per_a": [[-0.3, 0.7, 0.2], [0.0, 0.0, 0.1], [0.0, 0.0, -0.1], [0.0, 0.0, 0.0], [-0.2, 0.0, 0.0], [0.0, 0.0, 0.0], [0.1, -0.1, -0.1], [-0.4, -0.4, 0.3], [0.1, 0.1, 0.2], [0.0, -0.2, 0.0], [0.1, 0.3, -0.2], [0.1, 0.0, 0.1], [0.1, -0.1, 0.1], [0.1, -0.1, 0.0], [0.0, 0.0, -0.1], [0.1, 0.0, 0.1], [0.2, -0.3, -0.1], [-0.4, 0.6, -0.1], [0.0, 0.0, -0.1], [0.0, 0.0, 0.0], [0.0, 0.0, 0.0], [0.0, 0.0, 0.0], [-0.1, 0.0, 0.0], [0.0, 0.0, 0.1], [0.0, 0.0, -0.1], [0.0, 0.0, 0.0], [0.0, 0.0, 0.0], [0.0, 0.0, 0.0], [-0.1, 0.0, 0.0], [0.0, 0.0, 0.0], [0.0, 0.0, 0.1], [-0.3, 0.0, -0.1], [0.4, -0.1, 0.0], [0.4, 0.0, 0.0], [0.0, 0.0, 0.1], [0.1, -0.1, 0.0], [0.0, 0.0, 0.0], [0.0, 0.0, 0.0], [0.0, 0.0, 0.1], [0.1, 0.0, 0.0], [0.0, 0.0, 0.0], [0.0, 0.0, -0.1], [0.0, 0.0, 0.0], [0.0, 0.0, 0.0], [0.0, 0.1, -0.1], [0.0, 0.0, 0.0], [0.0, 0.0, 0.0], [0.0, 0.0, 0.0], [0.0, 0.0, 0.0], [0.0, 0.0, 0.0], [0.0, 0.0, 0.0], [-0.1, 0.0, 0.0], [0.0, 0.0, 0.0], [0.0, 0.0, 0.0], [0.0, 0.0, 0.0], [0.0, 0.0, 0.0], [0.0, 0.0, 0.0], [0.0, 0.0, 0.0], [0.0, 0.0, 0.0], [0.0, 0.0, 0.0], [0.0, 0.0, 0.0], [0.0, 0.0, 0.0], [0.0, 0.0, 0.0], [0.0, 0.0, 0.0], [0.0, 0.0, 0.0], [0.0, 0.0, 0.1], [0.0, 0.0, 0.0], [0.0, 0.0, 0.0], [0.0, 0.0, 0.0], [0.0, 0.0, 0.0], [0.0, 0.0, 0.0], [0.0, 0.0, 0.0], [0.0, 0.0, 0.0], [0.0, 0.0, 0.0], [0.1, 0.0, 0.0], [0.1, -0.1, 0.0], [-0.1, -0.3, 0.4], [-0.1, -0.1, -0.9], [0.2, 0.3, 0.4], [0.0, 0.1, 0.1], [-0.3, 0.1, 0.2], [0.1, 0.0, -0.1], [0.0, 0.4, -0.2], [0.0, -0.4, 0.5], [0.0, 0.1, -0.2], [0.0, -0.1, 0.0], [-0.1, 0.2, -0.4], [0.0, -0.2, 0.0], [0.0, 0.1, 0.0], [0.0, 0.0, 0.0], [0.1, -0.5, -0.1], [-0.1, 0.1, -0.2], [0.1, 0.1, 0.2], [0.0, 0.0, 0.0], [0.2, -0.1, -0.1], [-0.1, 0.0, 0.0], [-0.1, 0.0, 0.1], [0.0, 0.0, 0.0], [0.0, 0.0, 0.0], [0.0, 0.0, 0.0], [0.0, -0.1, 0.0], [0.0, 0.0, 0.0], [0.0, 0.0, 0.0], [0.0, 0.0, 0.0], [0.0, 0.0, 0.0], [0.0, 0.0, 0.0], [0.0, 0.0, 0.0], [0.0, 0.0, 0.0], [0.0, 0.0, 0.0], [0.0, 0.0, 0.0], [0.0, 0.0, 0.0], [0.0, 0.0, 0.0], [0.0, 0.0, 0.0], [0.0, 0.0, 0.0], [0.0, 0.0, 0.0], [0.0, 0.0, 0.0]],
  "lowdin_charge": [0.7256, 0.8377, -0.7433, -0.2197, -0.6313, 0.9925, -0.4237, -0.3596, -0.1551, -0.1386, -0.0788, -0.1068, -0.2334, -0.0070, -0.0444, -0.0333, -0.1392, -0.0004, -0.1127, 0.0787, 0.0814, 0.1320, 0.0523, 0.1240, 0.1357, 0.1256, 0.1152, 0.1168, 0.1214, 0.0993, 0.4852, -1.7944, 0.5583, 0.5608, -0.1540, -0.7085, -0.1379, -0.1173, 1.6531, -0.6894, -0.1193, -0.1146, -0.1328, -0.7069, -0.1250, -0.1141, -0.1284, 0.0844, 0.0496, 0.0482, 0.0828, 0.0564, 0.0616, 0.0820, 0.0592, 0.0607, 0.0612, 0.0553, 0.0900, 0.0550, 0.0861, 0.0626, 0.0304, 0.0595, 0.0928, 0.0568, 0.0867, 0.0559, 0.0563, 0.0573, 0.0827, 0.0514, 0.0858, 0.0590, -0.0362, -0.1311, -0.5115, -0.3392, -0.3776, -0.4807, 1.2628, -0.2994, -0.2603, -0.2708, 1.3203, -0.2771, -0.5183, 0.1123, -0.1267, -0.0533, -0.5167, 0.0890, -0.1153, -0.0458, -0.5996, -0.0208, -0.1455, -0.1092, 0.0939, 0.0965, 0.0754, 0.0086, 0.0247, 0.0066, 0.0206, 0.0205, 0.0150, 0.0887, 0.0950, 0.0928, 0.0917, 0.0936, 0.0877, 0.0792, 0.0811, 0.0839]
}